No. 1
Density functional theory data (ωB97M-V/def2-TZVPD) for a 2-piece molecular cluster, C13H26ClFN2O4S overall.

The geometry in ORCA input format:
```
! wB97M-V def2-TZVPD RIJCOSX def2/J DEFGRID3
* xyz 0 1
C -2.715 0.453 -5.992
C -2.206 -0.988 -5.595
C -0.928 -1.019 -4.690
Cl -0.683 -2.774 -4.135
N -0.929 -0.157 -3.501
C -0.369 1.199 -3.739
O -0.477 2.003 -2.800
O 0.239 1.530 -4.804
S -2.382 -0.142 -2.627
O -1.993 -0.007 -1.228
O -3.246 0.984 -2.928
F -3.180 -1.567 -2.717
H -3.040 0.384 -7.071
H -1.927 1.245 -5.970
H -3.646 0.754 -5.443
H -3.073 -1.579 -5.201
H -1.923 -1.499 -6.558
H -0.054 -0.820 -5.358
C 3.359 0.398 4.494
C 2.796 1.605 3.751
C 1.279 1.769 3.870
C 0.370 0.589 3.524
N 0.295 0.164 2.069
C 1.528 -0.562 1.555
C 1.368 -1.982 2.046
C -0.106 -2.258 1.803
C -0.810 -0.910 1.938
C -0.038 1.328 1.185
H 2.827 -0.525 4.260
H 4.405 0.245 4.225
H 3.307 0.549 5.574
H 3.095 1.586 2.701
H 3.268 2.503 4.160
H 0.977 2.654 3.305
H 1.066 2.019 4.915
H -0.647 0.889 3.787
H 0.605 -0.293 4.119
H 1.498 -0.526 0.465
H 2.436 -0.084 1.900
H 1.602 -2.063 3.111
H 2.016 -2.677 1.513
H -0.500 -2.998 2.502
H -0.260 -2.653 0.797
H -1.454 -0.862 2.816
H -1.404 -0.688 1.050
H 0.794 2.030 1.195
H -0.950 1.793 1.556
H -0.189 0.955 0.171
*
```

Computed properties:
HOMO-LUMO gap ... 7.3 eV
E_LUMO ... -0.18 eV
E_HOMO ... -0.2739 Eh

No. 2
Density functional theory data (ωB97M-V/def2-TZVPD) for C13H26ClHfN5O15 as an isolated structure.

The geometry in ORCA input format:
```
! wB97M-V def2-TZVPD RIJCOSX def2/J DEFGRID3
* xyz 2 1
Hf -3.159 -0.913 -1.703
Cl -3.705 -0.593 1.612
O -3.929 -1.721 2.517
O -4.948 0.120 1.394
O -2.794 0.312 2.261
O -3.031 -0.977 0.371
C -0.139 -0.661 0.477
C -0.505 0.090 -0.831
O -1.754 -0.185 -1.491
H 0.125 -1.692 0.244
H -0.963 -0.627 1.190
H 0.733 -0.221 0.960
H 0.374 -0.170 -1.421
H -0.585 1.118 -0.478
C 0.275 -0.145 -3.928
N 1.786 -0.220 -3.881
O 2.398 0.793 -4.178
O 2.324 -1.304 -3.771
H -0.179 -1.085 -3.613
H -0.047 -0.059 -4.966
H -0.139 0.558 -3.205
C -1.065 -4.199 -0.961
N -1.374 -2.979 -0.203
O -1.018 -3.020 1.000
O -1.957 -2.048 -0.725
H -0.053 -4.269 -1.360
H -1.803 -4.205 -1.764
H -1.177 -5.095 -0.351
C 1.500 -2.725 1.268
N 1.577 -3.504 0.063
O 1.240 -3.006 -1.023
O 1.811 -4.666 0.279
H 1.766 -1.735 0.899
H 2.268 -3.050 1.970
H 0.581 -2.484 1.803
C -3.703 2.372 0.458
N -3.528 1.834 -0.954
O -3.421 0.619 -1.154
O -3.769 2.560 -1.959
H -3.595 3.456 0.425
H -2.948 1.886 1.076
H -4.731 2.127 0.722
C 0.473 2.093 1.792
N -0.681 2.868 1.209
O -1.067 2.767 0.044
O -1.240 3.590 2.039
H 0.122 1.061 1.811
H 0.632 2.409 2.823
H 1.435 2.214 1.294
C 2.948 1.727 -0.337
C 2.479 0.950 0.702
C 2.983 1.121 2.055
C 3.969 2.089 2.307
C 4.487 2.819 1.229
C 3.914 2.721 -0.055
H 2.434 1.624 -1.282
H 1.776 0.143 0.562
H 2.632 0.473 2.844
H 4.466 2.188 3.261
H 5.178 3.593 1.529
H 4.322 3.260 -0.898
*
```

Computed properties:
HOMO-LUMO gap ... 4.4 eV
E_LUMO ... -9.51 eV
E_HOMO ... -0.5106 Eh

No. 3
Density functional theory data (ωB97M-V/def2-TZVPD) for C13H26ClNO4Ta as an isolated structure.

The geometry in ORCA input format:
```
! wB97M-V def2-TZVPD RIJCOSX def2/J DEFGRID3
* xyz -1 1
C -0.655 3.561 1.448
C 0.472 2.716 1.597
Ta 0.326 0.582 0.638
Cl 2.673 0.786 -0.368
C -1.812 0.504 1.585
C -1.929 0.427 3.000
C 1.343 -0.195 2.551
C 1.577 -1.768 2.664
C 2.540 -2.387 1.549
N 2.123 -3.664 0.956
O 3.617 -1.903 1.190
O 0.144 -1.320 -0.261
C -0.897 -2.173 0.257
C -2.306 -2.050 -0.546
C -2.188 -1.232 -1.909
O -0.595 1.432 -1.087
C 0.191 2.445 -1.743
C 0.877 1.995 -3.117
C 0.733 0.449 -3.463
O 0.369 2.827 -4.216
H -1.702 3.246 1.733
H -0.528 4.585 0.968
H 1.425 3.027 2.155
H -2.718 0.550 0.886
H -2.513 -0.404 3.515
H -1.353 1.214 3.589
H 0.802 0.125 3.511
H 2.375 0.301 2.615
H 2.145 -1.937 3.653
H 0.618 -2.380 2.794
H 1.576 -4.179 1.656
H 1.614 -3.540 0.077
H -0.558 -3.253 0.034
H -1.050 -2.141 1.379
H -3.068 -1.601 0.169
H -2.669 -3.104 -0.817
H -2.953 -1.691 -2.634
H -1.187 -1.312 -2.422
H -2.540 -0.175 -1.720
H -0.536 3.291 -2.026
H 0.998 2.931 -1.117
H 2.001 2.220 -3.070
H 0.769 -0.232 -2.557
H -0.235 0.309 -4.057
H 1.587 0.192 -4.180
H 1.097 2.924 -4.858
*
```

Computed properties:
HOMO-LUMO gap ... 6.7 eV
E_LUMO ... 2.28 eV
E_HOMO ... -0.1638 Eh

No. 4
Density functional theory data (ωB97M-V/def2-TZVPD) for C13H26CuN10 as an isolated structure.

The geometry in ORCA input format:
```
! wB97M-V def2-TZVPD RIJCOSX def2/J DEFGRID3
* xyz 2 2
Cu 0.067 -0.120 0.235
N 1.617 1.212 2.945
C 0.563 0.442 3.288
N 0.220 0.395 4.559
C -0.859 -0.341 4.851
N -1.236 -0.439 6.113
N -1.602 -1.012 3.925
C -1.183 -0.884 2.702
N -0.105 -0.192 2.290
C -1.970 -1.516 1.610
C -3.084 -2.298 1.850
C -3.785 -2.807 0.766
C -3.350 -2.508 -0.517
C -2.223 -1.718 -0.673
N -1.547 -1.242 0.372
H 2.172 1.576 3.705
H 2.093 1.002 2.085
H -0.718 0.039 6.831
H -2.040 -0.993 6.355
H -3.385 -2.490 2.870
H -4.661 -3.422 0.921
H -3.869 -2.874 -1.392
H -1.850 -1.461 -1.657
N 0.577 2.071 -0.315
C -0.488 3.046 -0.649
C -1.687 2.810 0.239
N -2.143 1.443 0.008
H 1.049 2.414 0.520
H 1.272 2.119 -1.054
H -0.761 2.900 -1.696
H -0.131 4.073 -0.549
H -2.449 3.568 0.038
H -1.399 2.912 1.289
H -2.559 1.386 -0.918
H -2.884 1.194 0.655
N 2.449 -0.026 -0.085
C 3.382 -0.928 0.650
C 3.229 -2.374 0.217
C 1.851 -2.961 0.454
N 0.840 -2.368 -0.455
H 2.489 -0.292 -1.068
H 2.852 0.908 -0.077
H 3.174 -0.844 1.719
H 4.415 -0.612 0.495
H 3.960 -2.968 0.768
H 3.505 -2.480 -0.839
H 1.532 -2.772 1.483
H 1.893 -4.044 0.320
H 0.010 -2.951 -0.423
H 1.173 -2.459 -1.413
*
```

Computed properties:
HOMO-LUMO gap (alpha / beta) ... 9.2 / 7.7 eV
⟨S²⟩ ... 0.75
ΔE to the lowest compared entry with this formula, charge and spin ... 7.7 kcal/mol
E_LUMO (alpha / beta) ... -6.34 / -7.84 eV
E_HOMO (alpha / beta) ... -0.5727 / -0.5707 Eh

No. 5
Density functional theory data (ωB97M-V/def2-TZVPD) for C13H26N6O6Ti as an isolated structure.

The geometry in ORCA input format:
```
! wB97M-V def2-TZVPD RIJCOSX def2/J DEFGRID3
* xyz 1 2
O 2.121 1.844 -2.775
H 2.797 1.933 -3.460
Ti 0.077 -0.144 -0.839
N 1.318 1.388 -0.325
N 1.845 -1.099 -0.494
N -1.694 0.780 -0.701
N -1.095 -1.707 -0.663
O 0.847 2.540 -0.087
O -1.948 2.132 -0.596
O -0.658 -2.994 -0.438
O 1.964 -2.393 -0.466
C 2.946 -0.285 -0.441
C 2.654 1.094 -0.311
C -2.760 -0.056 -0.685
C -2.427 -1.443 -0.677
C 3.659 2.166 -0.131
H 3.553 2.889 -0.944
H 4.663 1.738 -0.170
H 3.526 2.661 0.840
C 4.291 -0.899 -0.541
H 4.421 -1.400 -1.513
H 4.408 -1.649 0.254
H 5.066 -0.130 -0.453
C -4.142 0.462 -0.576
C -3.411 -2.542 -0.615
H -4.183 1.521 -0.848
H -4.477 0.372 0.468
H -4.853 -0.094 -1.203
H -2.955 -3.491 -0.321
H -3.922 -2.704 -1.573
H -4.195 -2.324 0.116
H -1.034 2.522 -0.541
H 0.361 -2.949 -0.501
C 0.327 -0.137 -2.838
H 0.993 0.791 -2.954
H -0.644 -0.133 -3.346
H 0.824 -1.087 -3.101
O 0.277 3.788 -2.603
H 1.180 3.333 -2.584
H -0.247 3.092 -3.020
C -2.006 -0.893 4.587
N -1.018 -0.652 3.553
C 0.336 -0.495 3.764
C 0.907 -0.293 2.537
N -0.093 -0.322 1.583
C -1.242 -0.533 2.216
H -1.801 -1.818 5.133
H -2.036 -0.076 5.314
H -2.997 -0.985 4.141
H 0.763 -0.539 4.743
H 1.953 -0.159 2.301
H -2.238 -0.621 1.784
*
```

Computed properties:
HOMO-LUMO gap (alpha / beta) ... 5.3 / 5.2 eV
⟨S²⟩ ... 0.89
ΔE to the lowest compared entry with this formula, charge and spin ... 105.5 kcal/mol
E_LUMO (alpha / beta) ... -5.58 / -5.57 eV
E_HOMO (alpha / beta) ... -0.4013 / -0.3961 Eh

No. 6
Density functional theory data (ωB97M-V/def2-TZVPD) for C13H27BCuN as an isolated structure.

The geometry in ORCA input format:
```
! wB97M-V def2-TZVPD RIJCOSX def2/J DEFGRID3
* xyz 0 1
C 2.333 -0.873 1.950
C 2.509 -1.555 0.610
N 2.490 -2.826 0.508
C 2.692 -0.721 -0.646
B 3.175 0.851 -0.561
C 1.907 1.943 -0.611
C 0.582 1.446 -0.025
C -0.619 2.376 -0.322
C -0.826 2.521 -1.835
C -1.862 1.781 0.373
C -2.416 0.520 -0.322
C -2.583 -0.663 0.598
C -2.435 -1.941 0.221
C -1.481 -2.391 -0.858
C -3.218 -3.056 0.865
H 1.367 -0.363 1.985
H 3.123 -0.143 2.127
H 2.347 -1.602 2.761
H 2.366 -3.258 1.424
H 3.449 -1.266 -1.212
H 1.770 -0.839 -1.233
H 3.869 1.079 -1.541
H 3.897 1.069 0.419
H 2.289 2.844 -0.018
H 1.793 2.354 -1.611
H 0.652 1.409 1.089
H 0.287 0.461 -0.381
H -0.446 3.366 0.135
H -0.358 1.680 -2.353
H -1.883 2.503 -2.099
H -0.369 3.425 -2.234
H -2.625 2.548 0.513
H -1.539 1.473 1.374
H -1.779 0.217 -1.154
H -3.408 0.723 -0.731
H -2.813 -0.444 1.641
H -0.762 -1.612 -1.110
H -0.901 -3.228 -0.466
H -1.971 -2.716 -1.780
H -2.587 -3.764 1.410
H -3.685 -3.622 0.055
H -4.008 -2.681 1.511
Cu 1.678 2.973 1.534
*
```

Computed properties:
HOMO-LUMO gap ... 5.9 eV
E_LUMO ... -2.47 eV
E_HOMO ... -0.3085 Eh

What did we get for maximum force? Answer: 5.77; 19.52; 3.25; 0.58; 4.70; 1.83 eV/A, in the order shown.